9 unconnected molecules or ions with the total composition C59H70BF3N10O7. Source: OMol25; level of theory: ωB97M-V with the def2-TZVPD basis set.

Last column: Löwdin charge in e.
Positions of all 150 atoms, in Å:
C1 -4.074 6.844 2.042  -0.0560
C2 -2.907 5.874 1.828  -0.1952
O1 -3.317 4.499 1.945  -0.0072
C3 -3.483 3.803 0.810  -0.1366
C4 -3.319 2.468 0.813  -0.0189
C5 -2.890 1.742 2.019  -0.1434
C6 -3.652 0.747 2.615  0.0083
C7 -3.172 0.106 3.744  -0.1274
N1 -2.015 0.372 4.356  0.0685
C8 -1.297 1.327 3.752  -0.1873
C9 -1.660 2.016 2.613  0.0036
C10 -3.561 1.701 -0.430  -0.2577
O2 -4.005 0.589 -0.408  0.1540
C11 -3.224 2.435 -1.678  0.0163
C12 -3.390 3.816 -1.686  -0.0745
C13 -3.071 4.545 -2.820  0.0468
C14 -2.580 3.936 -3.971  -0.1472
C15 -2.257 4.838 -5.145  -0.1022
C16 -0.787 4.843 -5.625  -0.0891
C17 0.219 4.634 -4.551  -0.2197
F1 0.849 3.446 -4.517  0.0907
C18 0.565 5.521 -3.640  -0.3236
F2 1.483 5.308 -2.726  0.1639
F3 0.026 6.720 -3.553  0.1512
C19 -2.395 2.541 -3.983  -0.0713
C20 -1.874 1.812 -5.185  0.0062
B1 -2.974 1.778 -6.339  -0.6245
O3 -4.331 1.782 -6.047  0.1560
O4 -2.571 1.721 -7.665  0.1529
C21 -2.732 1.803 -2.827  -0.1308
O5 -2.530 0.455 -2.768  -0.0551
C22 -3.497 -0.361 -3.443  -0.1436
C23 -3.582 -1.716 -2.770  -0.1952
N2 -2.531 -2.667 -3.077  -0.0343
C24 -1.182 -2.212 -2.736  -0.1943
C25 -1.024 -1.793 -1.283  -0.4070
C26 -0.842 -2.972 -0.320  -0.0184
O6 0.157 -0.972 -1.219  -0.0558
C27 -3.909 4.466 -0.464  -0.2626
O7 -4.614 5.439 -0.503  0.1479
H1 -5.007 6.295 2.046  0.0795
H2 -4.111 7.571 1.238  0.0718
H3 -3.977 7.343 3.000  0.0726
H4 -2.198 6.025 2.636  0.1092
H5 -2.362 6.056 0.905  0.1223
H6 -4.612 0.474 2.209  0.1173
H7 -3.774 -0.680 4.181  0.1070
H8 -0.348 1.575 4.217  0.1132
H9 -0.997 2.757 2.196  0.1249
H10 -3.192 5.620 -2.796  0.1131
H11 -2.875 4.502 -5.984  0.1137
H12 -2.591 5.840 -4.904  0.1065
H13 -0.629 4.157 -6.447  0.1187
H14 -0.599 5.831 -6.044  0.1274
H15 -0.999 2.283 -5.606  0.0937
H16 -1.600 0.795 -4.922  0.1178
H17 -4.657 2.655 -5.808  0.1055
H18 -2.807 2.546 -8.105  0.1071
H19 -4.476 0.116 -3.355  0.1379
H20 -3.295 -0.461 -4.511  0.1169
H21 -3.676 -1.578 -1.700  0.1031
H22 -4.524 -2.159 -3.093  0.1198
H23 -2.571 -2.954 -4.045  0.0862
H24 -0.472 -3.018 -2.923  0.1137
H25 -0.858 -1.367 -3.355  0.1094
H26 -1.826 -1.157 -0.925  0.1142
H27 -0.188 -2.622 0.473  0.0593
H28 -1.767 -3.275 0.158  0.0815
H29 -0.363 -3.783 -0.862  0.0799
H30 0.914 -1.540 -1.056  0.0737
C28 1.287 -3.704 -6.717  -0.1098
C29 1.848 -5.000 -6.874  -0.1128
C30 0.935 -5.900 -6.395  -0.1430
N3 -0.153 -5.199 -5.952  0.0055
C31 0.051 -3.860 -6.150  -0.1509
H31 1.739 -2.765 -6.990  0.0894
H32 2.811 -5.243 -7.292  0.0887
H33 0.966 -6.974 -6.330  0.1043
H34 -0.977 -5.602 -5.545  0.1387
H35 -0.700 -3.142 -5.867  0.0964
C32 1.277 -1.395 3.542  -0.0992
C33 2.331 -2.104 4.179  -0.0983
C34 3.330 -2.262 3.257  -0.1463
N4 2.921 -1.679 2.088  0.0065
C35 1.672 -1.146 2.255  -0.1425
H36 0.337 -1.100 3.980  0.0742
H37 2.353 -2.455 5.197  0.0935
H38 4.291 -2.736 3.333  0.0742
H39 3.455 -1.647 1.239  0.1418
H40 1.170 -0.638 1.447  0.1003
C36 -2.089 4.379 8.145  -0.1146
C37 -1.671 5.332 7.177  -0.1157
C38 -1.588 4.678 5.975  -0.1445
N5 -1.935 3.373 6.181  0.0171
C39 -2.244 3.181 7.497  -0.1357
H41 -2.255 4.553 9.194  0.0873
H42 -1.457 6.374 7.343  0.0864
H43 -1.311 5.029 4.995  0.0947
H44 -1.958 2.664 5.468  0.0929
H45 -2.545 2.214 7.859  0.1068
C40 -5.797 9.587 -5.408  -0.1097
C41 -6.053 8.330 -6.024  -0.1095
C42 -5.589 7.363 -5.171  -0.1548
N6 -5.055 7.985 -4.080  0.0031
C43 -5.182 9.341 -4.207  -0.1365
H46 -6.036 10.560 -5.803  0.0894
H47 -6.524 8.158 -6.977  0.0887
H48 -5.590 6.288 -5.237  0.0996
H49 -4.641 7.517 -3.294  0.1283
H50 -4.823 10.008 -3.443  0.1056
C44 7.499 -5.056 6.231  -0.1402
C45 6.166 -5.496 6.004  -0.1018
C46 5.652 -4.735 4.990  -0.1289
N7 6.619 -3.848 4.599  0.0122
C47 7.747 -4.039 5.347  -0.1466
H51 8.194 -5.444 6.959  0.0950
H52 5.649 -6.284 6.525  0.0981
H53 4.684 -4.747 4.518  0.1014
H54 6.519 -3.161 3.876  0.1329
H55 8.627 -3.438 5.184  0.1055
C48 10.651 -0.550 8.110  -0.1151
C49 11.158 -1.473 9.065  -0.1147
C50 10.536 -2.672 8.842  -0.1398
N8 9.673 -2.509 7.795  0.0094
C51 9.738 -1.221 7.341  -0.1475
H56 10.925 0.486 8.002  0.0876
H57 11.895 -1.278 9.826  0.0879
H58 10.633 -3.623 9.338  0.1050
H59 9.079 -3.226 7.416  0.0970
H60 9.131 -0.893 6.515  0.1014
C52 8.903 -10.196 6.688  -0.1147
C53 8.373 -8.882 6.820  -0.1108
C54 8.537 -8.252 5.616  -0.1391
N9 9.146 -9.133 4.764  0.0026
C55 9.370 -10.320 5.408  -0.1460
H61 8.935 -10.960 7.447  0.0880
H62 7.923 -8.452 7.699  0.0877
H63 8.274 -7.262 5.293  0.0802
H64 9.391 -8.937 3.812  0.1421
H65 9.840 -11.146 4.903  0.1034
C56 -4.856 -3.437 -6.654  -0.1168
C57 -4.306 -4.738 -6.821  -0.1186
C58 -5.223 -5.634 -6.340  -0.1406
N10 -6.302 -4.926 -5.889  0.0044
C59 -6.089 -3.587 -6.077  -0.1424
H66 -4.400 -2.500 -6.928  0.0875
H67 -3.347 -4.985 -7.247  0.0842
H68 -5.200 -6.709 -6.281  0.1053
H69 -7.125 -5.326 -5.480  0.1437
H70 -6.829 -2.861 -5.788  0.1062

Results
SMILES: CCOC1=C(c2ccncc2)C(=O)c2c(cc(CCC(F)=C(F)F)c(CB(O)O)c2OCCNC[C@@H](C)O)C1=O.c1cc[nH]c1.c1cc[nH]c1.c1cc[nH]c1.c1cc[nH]c1.c1cc[nH]c1.c1cc[nH]c1.c1cc[nH]c1.c1cc[nH]c1
HOMO-LUMO gap (Ha): 0.2519
HOMO (Eh): -0.29705